1.
{
  "formula": "C4H3NO2",
  "method": "the ωB97M-V functional and the def2-TZVPD basis",
  "elements": ["O", "C", "C", "N", "C", "C", "O", "H", "H", "H"],
  "coordinates": [[-1.009349, -1.587345, 2.056826], [-0.477470, -0.516276, 1.891618], [-0.237132, 0.031915, 0.540371], [0.281873, 1.165587, 0.179363], [0.529216, 1.002926, -1.170216], [0.143824, -0.244121, -1.538539], [-0.365533, -0.865046, -0.457353], [-0.053842, 0.077984, 2.716527], [0.993939, 1.765790, -1.778335], [0.194474, -0.831414, -2.440263]],
  "forces_ev_per_a": [[0.2, 0.5, 0.1], [-0.2, -0.3, 0.1], [0.2, -0.1, 0.0], [0.0, -0.4, 0.1], [0.0, 0.0, -0.2], [0.0, 0.2, -0.1], [0.1, 0.0, 0.0], [-0.2, 0.1, 0.0], [-0.1, -0.1, 0.1], [-0.1, 0.2, 0.0]],
  "lowdin_charge": [0.08, -0.17, -0.33, 0.15, -0.10, -0.08, 0.08, 0.13, 0.11, 0.13],
  "smiles": "O=Cc1ncco1",
  "de_lowest_kcal_mol": 26.3,
  "homo_ev": -9.93,
  "lumo_energy_ev": -0.2,
  "homo_lumo_gap_ev": 9.76,
  "charge": 0
}

---

2.
{
  "formula": "C4H3NO2",
  "method": "the ωB97M-V functional and the def2-TZVPD basis",
  "elements": ["O", "C", "C", "N", "C", "C", "O", "H", "H", "H"],
  "coordinates": [[-0.792309, -0.135873, -3.138563], [-0.748245, -0.169454, -1.973159], [-0.757495, -0.327343, -0.650648], [-1.124741, 0.715905, 0.233002], [-0.200366, 0.706298, 1.114208], [0.880260, -0.305380, 0.783534], [0.170505, -1.188665, -0.075998], [-0.205370, 1.388416, 1.959792], [1.680586, 0.185746, 0.198859], [1.309204, -0.845765, 1.628046]],
  "forces_ev_per_a": [[-0.2, -0.1, 0.9], [-0.1, -0.1, -0.8], [0.1, 0.2, -0.4], [0.2, -0.1, 0.2], [-0.2, 0.1, 0.0], [0.1, 0.1, 0.2], [0.1, 0.0, -0.1], [0.1, -0.1, -0.2], [0.0, 0.0, 0.3], [-0.1, 0.0, -0.1]],
  "lowdin_charge": [0.19, -0.05, -0.34, 0.12, -0.11, -0.15, -0.04, 0.12, 0.13, 0.12],
  "smiles": "O=C=C1N=CCO1",
  "de_lowest_kcal_mol": 64.5,
  "homo_ev": -8.45,
  "lumo_energy_ev": 0.5,
  "homo_lumo_gap_ev": 8.90,
  "charge": 0
}

---

3.
{
  "formula": "C4H3NO2",
  "method": "the ωB97M-V functional and the def2-TZVPD basis",
  "elements": ["O", "C", "C", "N", "C", "C", "O", "H", "H", "H"],
  "coordinates": [[0.276184, 2.482125, 0.631210], [-0.033499, 1.393191, 0.873217], [-0.329053, 0.206715, 1.340233], [-0.243114, -0.993344, 0.747297], [0.045088, -1.225130, -0.500915], [0.401210, -0.166525, -1.414813], [0.545676, -0.165634, -2.612136], [-0.792457, 0.035333, 2.390544], [-0.045182, -2.290948, -0.695384], [0.175146, 0.724217, -0.759253]],
  "forces_ev_per_a": [[-0.2, -0.1, 0.1], [0.5, 1.9, 0.6], [-1.5, -0.9, 3.5], [0.2, -1.3, -2.5], [0.2, -1.9, 1.9], [-1.8, 0.2, -0.3], [0.5, 0.1, 0.9], [0.9, 1.4, -1.7], [0.3, 0.2, -0.8], [0.8, 0.4, -1.6]],
  "lowdin_charge": [0.21, -0.19, -0.19, 0.04, -0.11, -0.23, 0.09, 0.16, 0.12, 0.10],
  "smiles": "O=C=C/N=C\\C=O",
  "de_lowest_kcal_mol": 79.9,
  "homo_ev": -9.36,
  "lumo_energy_ev": -1.0,
  "homo_lumo_gap_ev": 8.33,
  "charge": 0
}

---

4.
{
  "formula": "C4H3NO2",
  "method": "the ωB97M-V functional and the def2-TZVPD basis",
  "elements": ["O", "C", "C", "N", "C", "C", "O", "H", "H", "H"],
  "coordinates": [[2.610501, 1.011638, -0.170504], [1.872946, 0.078408, -0.086216], [0.595341, -0.095473, -0.886164], [-0.381648, -0.819301, -1.173019], [-1.460760, -0.520525, -0.345869], [-1.102222, 0.402137, 0.583114], [0.106488, 0.860180, 0.437260], [1.887716, -0.703772, 0.689659], [-2.419526, -0.998589, -0.438883], [-1.708833, 0.785296, 1.390625]],
  "forces_ev_per_a": [[0.0, -0.7, -0.1], [1.2, -0.3, -0.8], [-1.0, 1.4, 2.1], [0.6, 0.2, 0.3], [-0.3, -0.1, 0.1], [-0.6, -0.2, -0.2], [-0.5, -0.3, -1.1], [0.5, -0.1, -0.1], [0.1, -0.1, -0.2], [0.0, 0.1, 0.0]],
  "lowdin_charge": [0.09, -0.26, -0.04, 0.13, -0.10, -0.17, -0.03, 0.14, 0.10, 0.13],
  "smiles": "O=Cc1ncco1",
  "de_lowest_kcal_mol": 79.8,
  "homo_ev": -9.55,
  "lumo_energy_ev": 0.2,
  "homo_lumo_gap_ev": 9.73,
  "charge": 0
}

---

5.
{
  "formula": "C4H3NO2",
  "method": "the ωB97M-V functional and the def2-TZVPD basis",
  "elements": ["N", "C", "C", "C", "C", "O", "O", "H", "H", "H"],
  "coordinates": [[2.050066, -0.397162, 0.005116], [0.837641, -0.072919, 0.008851], [-0.327700, -0.991136, 0.230399], [-1.548300, -0.293406, 0.360202], [-1.075557, 1.132017, 0.001743], [-1.731917, 2.119390, -0.094902], [0.317740, 1.182131, -0.161485], [2.652726, 0.415412, -0.132796], [-0.157342, -2.023747, 0.528208], [-1.017355, -1.070578, -0.745332]],
  "forces_ev_per_a": [[-0.3, 0.2, 0.0], [0.2, -0.2, 0.0], [0.1, 0.0, 0.3], [0.3, -0.1, -0.1], [-0.4, 0.5, -0.1], [0.4, -0.5, 0.1], [0.0, 0.0, 0.0], [0.0, -0.1, 0.0], [-0.1, 0.1, -0.1], [-0.1, 0.0, -0.1]],
  "lowdin_charge": [0.20, -0.43, -0.11, 0.12, -0.44, 0.16, 0.09, 0.08, 0.13, 0.19],
  "de_lowest_kcal_mol": 91.5,
  "homo_ev": -10.04,
  "lumo_energy_ev": -1.2,
  "homo_lumo_gap_ev": 8.84,
  "charge": 0
}

---

6.
{
  "formula": "C4H3NO2",
  "method": "the ωB97M-V functional and the def2-TZVPD basis",
  "elements": ["N", "C", "C", "C", "C", "O", "O", "H", "H", "H"],
  "coordinates": [[-1.755859, -0.262712, -1.626266], [-1.157234, 0.276320, -0.720926], [-0.634167, 0.857185, 0.356717], [-0.008505, 0.034390, 1.389221], [2.046948, -0.552083, -0.612053], [0.151494, -1.168811, 1.317372], [2.905649, -1.227004, -0.294940], [-1.296563, -0.493666, -2.503771], [-0.630459, 1.939405, 0.432135], [0.378698, 0.596978, 2.262512]],
  "forces_ev_per_a": [[0.5, 0.4, 0.6], [-0.4, -0.2, -0.4], [-0.2, -0.1, -0.2], [0.2, -0.2, -0.1], [1.4, -1.0, 0.2], [-0.2, 0.4, 0.1], [-1.2, 0.9, -0.4], [0.1, 0.0, 0.2], [-0.1, -0.2, 0.0], [-0.2, 0.0, -0.1]],
  "lowdin_charge": [0.20, -0.16, -0.09, -0.34, 0.03, -0.01, 0.05, 0.09, 0.10, 0.12],
  "de_lowest_kcal_mol": 47.3,
  "homo_ev": -9.61,
  "lumo_energy_ev": 0.4,
  "homo_lumo_gap_ev": 9.99,
  "charge": 0
}